[1]
DFT (the ωB97M-V functional and the def2-TZVPD basis) results for a molecular structure, C34H33BrN2PdS5 in a non-equilibrium geometry.

Structure (XYZ):
```
76
Properties=species:S:1:pos:R:3:mulliken_charge:R:1
Pd 0.363 0.137 0.443 -0.469
C -3.299 -0.186 0.516 -0.935
C -3.236 1.147 -0.174 1.190
C -4.280 2.050 -0.016 -0.749
C -4.273 3.276 -0.661 -1.061
C -3.197 3.622 -1.461 -0.861
C -2.126 2.758 -1.641 1.904
C -0.935 3.183 -2.458 -1.696
C -2.161 1.496 -1.011 -1.525
N -1.022 0.676 -1.186 1.666
C -0.707 0.138 -2.309 -0.012
C -1.671 -0.012 -3.439 -2.114
C 0.701 -0.292 -2.474 0.931
C 1.195 -0.736 -3.811 -2.106
N 1.471 -0.139 -1.466 1.090
C 2.852 -0.359 -1.388 -1.058
C 3.394 -1.652 -1.454 1.790
C 2.505 -2.857 -1.589 -1.152
C 4.771 -1.789 -1.353 -1.100
C 5.595 -0.690 -1.191 -0.978
C 5.044 0.580 -1.089 -1.070
C 3.675 0.767 -1.169 0.968
C 3.079 2.143 -1.049 -0.992
H -4.133 -0.219 1.217 0.521
H -2.377 -0.391 1.062 -0.150
H -3.439 -0.993 -0.203 0.316
H -5.124 1.772 0.603 0.449
H -5.101 3.962 -0.535 0.474
H -3.190 4.585 -1.957 0.498
H -0.906 4.266 -2.550 0.529
H -0.972 2.770 -3.470 0.288
H -0.004 2.849 -1.996 0.152
H -2.672 0.278 -3.131 0.472
H -1.683 -1.047 -3.785 0.457
H -1.380 0.602 -4.295 0.426
H 0.729 -1.680 -4.105 0.402
H 2.274 -0.869 -3.797 0.466
H 0.943 0.002 -4.575 0.469
H 2.329 -3.119 -2.636 0.305
H 1.536 -2.695 -1.116 0.039
H 2.976 -3.720 -1.120 0.505
H 5.201 -2.782 -1.406 0.521
H 6.667 -0.820 -1.127 0.454
H 5.689 1.438 -0.945 0.462
H 3.828 2.852 -0.702 0.513
H 2.249 2.148 -0.339 -0.020
H 2.695 2.500 -2.008 0.299
Br 2.344 -0.196 2.162 -0.083
C 1.730 -1.947 2.661 0.630
C 2.345 -2.578 3.702 -0.810
C 1.940 -3.882 4.046 -0.772
C 0.974 -4.515 3.317 -0.965
C 0.354 -3.880 2.215 0.815
C -0.580 -4.561 1.402 -1.028
C -1.116 -3.961 0.299 -1.296
C -0.801 -2.617 0.001 0.335
C 0.051 -1.905 0.799 -0.266
C 0.704 -2.534 1.887 1.169
H 3.154 -2.099 4.237 0.518
H 2.418 -4.381 4.878 0.454
H 0.687 -5.532 3.557 0.457
H -0.846 -5.578 1.661 0.447
H -1.793 -4.505 -0.347 0.507
H -1.262 -2.164 -0.869 0.371
C -2.279 4.933 2.149 -0.589
S -3.241 3.906 3.274 0.074
C -2.359 2.460 3.604 0.398
C -1.338 1.802 2.923 -0.078
S -0.490 2.287 1.554 -0.215
S -0.930 0.217 3.576 0.244
C -2.045 0.213 4.887 0.218
S -2.139 -1.063 5.928 0.177
S -2.997 1.651 5.010 -0.062
H -2.820 5.878 2.146 0.424
H -2.263 4.517 1.147 0.043
H -1.278 5.080 2.545 0.371
```

Computed properties:
- frontier orbital gap (spin up / spin down) (Eh) = 0.2042 / 0.1179
- electronic energy (eV) = -166455.4579
- multiplicity = 5
- charge = +2
- E_HOMO (spin up / spin down) (hartree) = -0.46556 / -0.47069

=====

[2]
DFT (the ωB97M-V functional and the def2-TZVPD basis) results for a molecular structure, C34H33N10O2S2Sr in a non-equilibrium geometry.

Structure (XYZ):
```
82
Properties=species:S:1:pos:R:3:mulliken_charge:R:1
Sr 2.147 -10.182 16.440 1.847
C 4.908 -9.555 13.635 -1.385
N 4.409 -10.670 14.315 1.346
C 5.511 -11.625 14.616 -1.207
C 3.290 -11.227 13.610 -1.297
C 3.208 -12.542 13.085 -0.323
C 2.141 -12.983 12.395 -0.929
C 1.069 -12.080 12.209 -0.801
C 1.177 -10.769 12.610 -0.563
C 2.226 -10.310 13.426 1.274
N 2.069 -9.159 14.208 1.638
C 1.271 -8.138 13.819 -1.475
C 1.192 -7.662 12.452 -0.917
C 0.377 -6.581 12.058 -0.628
C -0.502 -6.034 12.956 -1.067
C -0.404 -6.375 14.301 -0.378
C 0.471 -7.393 14.731 0.201
N 0.622 -7.777 16.176 1.057
C 1.875 -7.106 16.656 -1.051
C -0.588 -7.192 16.935 -1.163
H 5.151 -9.634 12.563 0.207
H 5.851 -9.171 14.083 0.490
H 4.248 -8.647 13.707 0.250
H 6.072 -12.069 13.778 0.292
H 4.961 -12.466 15.163 0.297
H 6.297 -11.126 15.180 0.225
H 4.021 -13.233 13.269 0.444
H 2.085 -13.997 12.044 0.448
H 0.199 -12.485 11.701 0.452
H 0.229 -10.246 12.516 0.393
H 1.890 -8.029 11.713 0.406
H 0.532 -6.168 11.057 0.386
H -1.034 -5.111 12.691 0.299
H -0.929 -5.836 14.982 0.446
H 1.877 -5.980 16.717 0.371
H 2.630 -7.300 15.881 0.264
H 2.164 -7.487 17.623 0.437
H -0.641 -6.131 16.720 0.440
H -0.425 -7.323 18.061 0.239
H -1.426 -7.884 16.753 0.255
O 5.965 -10.462 23.541 -0.569
N 5.257 -11.075 22.800 0.939
O 4.853 -12.191 22.912 -0.589
C 4.937 -10.493 21.441 0.929
C 5.994 -9.873 20.816 -0.976
C 5.810 -9.295 19.545 1.050
C 6.798 -8.661 18.786 -0.595
C 6.605 -8.251 17.487 -1.118
C 5.340 -8.474 16.971 -0.283
N 4.296 -9.002 17.703 0.814
C 4.507 -9.374 18.994 -0.544
C 3.420 -10.009 19.710 0.010
N 2.188 -10.054 19.166 -0.269
C 1.221 -10.708 19.802 -0.406
C 1.398 -11.346 21.028 -1.196
C 2.667 -11.386 21.603 -0.843
C 3.651 -10.634 20.964 0.307
H 6.955 -9.924 21.340 0.484
H 7.774 -8.420 19.273 0.379
H 7.490 -7.802 16.981 0.428
H 5.139 -8.231 15.906 0.202
H 0.253 -10.709 19.328 0.611
H 0.542 -11.810 21.444 0.496
H 2.919 -11.771 22.558 0.709
N -1.194 -10.418 14.953 -0.206
C -0.849 -11.651 15.363 -0.060
N 0.295 -11.856 15.982 0.921
C 0.397 -13.165 16.422 -0.666
C -0.683 -13.960 16.103 -0.648
S -1.773 -13.059 15.144 -0.246
C 1.580 -13.658 17.149 -0.560
C 1.813 -14.864 17.618 -0.508
S 3.424 -14.991 18.230 -0.227
C 3.712 -13.376 17.752 -0.239
N 2.683 -12.839 17.160 0.901
N 4.900 -12.722 18.082 -0.196
H -0.551 -9.635 14.866 -0.042
H -2.157 -10.355 14.618 0.230
H -0.880 -14.970 16.343 0.515
H 1.123 -15.655 17.727 0.525
H 5.684 -13.424 18.214 0.296
H 5.244 -11.954 17.478 0.018
```

Computed properties:
- frontier orbital gap (Eh) = 0.1906
- electronic energy (eV) = -77290.0255
- charge = +1
- E_HOMO (hartree) = -0.32143

=====

[3]
DFT (the ωB97M-V functional and the def2-TZVPD basis) results for a molecular structure, C34H34N3O3RuS2Si2 in a non-equilibrium geometry.

Structure (XYZ):
```
79
Properties=species:S:1:pos:R:3:mulliken_charge:R:1
Ru 0.436 0.212 0.265 0.093
C -1.226 -2.432 2.063 -1.094
C -1.794 -1.280 1.298 0.493
N -1.790 -1.288 0.011 -0.198
N -2.680 -0.546 -0.679 -0.850
C -2.515 0.655 -1.053 0.631
S -1.170 1.688 -0.622 -0.654
S -3.718 1.204 -2.234 -0.142
C -3.870 3.003 -1.897 -1.105
C -4.904 3.300 -0.848 0.634
C -4.568 3.353 0.503 -0.050
C -5.541 3.613 1.457 -0.511
C -6.858 3.821 1.077 -0.470
C -7.203 3.759 -0.266 -0.493
C -6.232 3.499 -1.219 -0.509
C -2.386 -0.216 2.150 0.122
C -3.716 -0.183 2.531 -0.029
C -4.169 0.759 3.446 -0.889
C -3.257 1.661 3.984 -0.479
C -1.931 1.661 3.594 -0.639
C -1.445 0.729 2.651 0.638
O -0.193 0.717 2.292 -0.813
H -0.907 -3.235 1.403 0.111
H -2.011 -2.804 2.727 0.523
H -0.397 -2.110 2.697 0.218
H -4.164 3.424 -2.857 0.481
H -2.878 3.357 -1.627 0.398
H -3.543 3.178 0.809 0.300
H -5.263 3.639 2.502 0.415
H -7.614 4.030 1.824 0.366
H -8.233 3.910 -0.570 0.350
H -6.502 3.442 -2.268 0.344
H -4.402 -0.913 2.115 0.421
H -5.212 0.790 3.735 0.406
H -3.589 2.384 4.724 0.418
H -1.231 2.374 4.013 0.434
C 3.295 -2.846 -3.407 -1.227
Si 3.342 -1.885 -1.788 -0.053
C 4.562 -2.775 -0.631 -1.208
C 4.124 -0.203 -2.089 0.570
C 5.387 -0.324 -2.686 -0.836
C 6.204 0.770 -2.898 -0.813
C 5.764 2.026 -2.506 -0.785
C 4.512 2.159 -1.932 -0.631
C 3.665 1.066 -1.714 0.782
Si 1.928 1.536 -1.036 1.281
C 1.318 2.644 -2.480 -1.381
C 2.312 2.716 0.439 -1.323
H 4.158 -2.585 -4.021 0.417
H 2.388 -2.647 -3.975 0.330
H 3.328 -3.919 -3.210 0.345
H 5.557 -2.817 -1.076 0.529
H 4.237 -3.798 -0.423 0.348
H 4.644 -2.246 0.321 0.293
H 5.741 -1.305 -2.991 0.179
H 7.174 0.647 -3.364 0.376
H 6.391 2.898 -2.653 0.386
H 4.175 3.149 -1.643 0.234
H 2.166 3.129 -2.972 0.500
H 0.642 3.414 -2.108 0.306
H 0.773 2.066 -3.228 0.297
H 2.985 3.534 0.161 0.437
H 2.774 2.144 1.247 0.257
H 1.385 3.146 0.821 0.261
O 0.726 -3.694 -2.220 -0.640
C 1.155 -3.301 -1.170 -0.524
N 1.747 -2.002 -0.976 0.795
C 1.879 -1.827 0.445 0.916
O 2.291 -0.765 0.930 -0.804
C 1.649 -3.100 1.094 0.133
C 1.855 -3.512 2.404 -0.169
C 1.604 -4.833 2.717 -0.698
C 1.149 -5.732 1.746 -0.590
C 0.938 -5.319 0.443 -0.555
C 1.198 -3.997 0.124 0.533
H 2.209 -2.807 3.145 0.501
H 1.763 -5.187 3.727 0.445
H 0.972 -6.762 2.026 0.415
H 0.609 -6.007 -0.325 0.499
```

Computed properties:
- frontier orbital gap (spin up / spin down) (Eh) = 0.2032 / 0.2061
- electronic energy (eV) = -86432.8482
- charge = -1
- E_HOMO (spin up / spin down) (hartree) = -0.15244 / -0.15629